Density functional theory data (ωB97M-V/def2-TZVPD) for C36H82O26S7 as an isolated structure in a non-equilibrium geometry.

```
151
Properties=species:S:1:pos:R:3:forces:R:3:lowdin_charge:R:1
C 2.61225 0.68452 2.26132 3.43 -0.02 1.66 -0.176
C 3.97925 -0.01865 2.61837 -1.34 1.48 1.28 -0.136
C 3.58259 -0.93369 3.83333 0.37 0.55 0.06 -0.173
S 2.43567 0.02680 4.90882 1.59 -1.03 -0.75 0.740
O 3.19578 0.74405 5.91405 -0.36 0.23 -0.16 -0.344
O 1.38604 -0.86754 5.34359 -0.14 0.80 0.48 -0.318
C 1.97252 1.22141 3.57968 1.47 -0.47 0.15 -0.186
H 1.90024 -0.04231 1.87035 3.96 1.59 -0.64 0.033
H 2.90447 1.47940 1.57511 -0.54 -0.30 0.14 0.123
H 4.70768 0.75425 2.86352 0.03 0.07 0.44 0.113
H 4.28330 -0.55831 1.72147 0.42 1.09 0.84 0.086
H 4.39992 -1.39745 4.38560 0.18 0.68 0.41 0.115
H 3.02380 -1.81630 3.52212 0.07 1.09 0.66 0.060
H 2.52081 2.10389 3.90936 -0.18 0.21 0.03 0.115
H 0.89757 1.34853 3.45152 1.91 -0.40 0.92 0.038
C -1.36190 1.43062 -0.74832 1.27 -2.13 1.02 -0.116
C 0.06382 1.37643 -1.27761 -1.04 0.68 3.84 -0.237
C 1.11896 1.10771 -0.13935 -2.28 -4.31 -2.12 -0.164
S 0.33376 -0.14349 0.87221 -2.23 4.58 -5.21 0.924
O 0.36754 0.17270 2.29928 -6.48 4.19 -3.47 -0.444
O 0.86282 -1.41297 0.40282 -0.51 3.12 0.03 -0.391
C -1.38030 0.15575 0.11119 1.54 3.91 0.67 -0.174
H -2.08664 1.45683 -1.56205 -0.12 -0.19 0.07 0.098
H -1.55531 2.27440 -0.08596 0.10 0.03 -0.53 0.074
H 0.36237 2.32518 -1.72353 -2.80 0.17 2.37 0.044
H 0.30114 0.74716 -2.13539 -1.85 -0.90 2.38 0.040
H 1.34933 1.93621 0.53043 -0.94 -3.44 -2.27 -0.164
H 2.13869 0.80010 -0.37089 -1.30 0.64 -0.45 0.072
H -1.96561 0.16144 1.03068 0.77 2.82 -2.01 0.050
H -1.52808 -0.77144 -0.44251 0.32 2.66 1.28 -0.020
C -4.45828 -1.00358 -3.82251 1.59 0.78 -1.10 -0.174
C -3.22822 -1.74192 -4.57055 -0.89 0.86 1.93 -0.147
C -2.89922 -2.83381 -3.55922 -3.02 -1.55 0.80 -0.166
S -3.16575 -2.07643 -1.80631 -3.07 0.01 -4.12 0.857
O -1.90223 -1.75480 -1.20063 -7.13 0.94 -4.95 -0.477
O -4.16083 -2.83984 -1.06841 0.90 -0.99 -1.58 -0.308
C -3.94380 -0.56350 -2.43997 -0.73 -0.89 -0.72 -0.200
H -5.32910 -1.65890 -3.84067 0.11 -0.03 0.45 0.115
H -4.73793 -0.08013 -4.32960 -0.08 -0.08 -0.33 0.104
H -2.35420 -1.09393 -4.63616 -0.18 0.30 -0.18 0.087
H -3.52402 -2.05272 -5.57255 0.08 -0.40 0.23 0.116
H -1.95412 -3.37286 -3.62484 -2.11 -0.25 -0.41 0.071
H -3.71419 -3.55640 -3.60143 -0.46 -0.02 0.29 0.101
H -3.20628 0.23635 -2.50653 0.09 -0.27 -0.19 0.083
H -4.71159 -0.24778 -1.73364 0.05 -0.16 -0.63 0.096
C -1.28768 2.67295 2.18065 2.35 0.71 0.36 -0.202
C -2.65145 2.98736 2.72432 -0.18 -0.20 0.41 -0.192
C -2.52071 4.33964 3.40808 0.46 0.26 -0.45 -0.196
S -0.83983 4.45710 4.15673 -1.06 -0.85 1.18 0.787
O -1.02140 4.22350 5.60912 0.81 0.63 -2.40 -0.331
O -0.14885 5.63722 3.61427 -1.05 -0.87 1.39 -0.363
C -0.19661 3.00924 3.26943 -1.82 -0.44 0.94 -0.200
H -1.02757 3.33729 1.35658 -0.54 -0.23 0.01 0.064
H -1.11073 1.64502 1.86420 -0.33 0.53 0.28 0.081
H -3.03573 2.23150 3.40922 0.21 -0.15 0.08 0.123
H -3.35084 3.03844 1.88985 -0.21 0.11 0.06 0.123
H -3.28671 4.55673 4.15253 0.22 0.25 -0.14 0.110
H -2.45481 5.03822 2.57397 -0.49 0.55 0.47 0.083
H -0.23691 2.13984 3.92565 -0.57 0.76 0.75 0.101
H 0.86110 3.07964 3.01567 -0.88 0.73 -0.19 0.066
C 0.40815 2.09403 -6.21406 -1.52 0.40 1.24 -0.206
C -0.78862 1.87022 -5.19206 1.31 -0.91 1.03 -0.136
C -0.31058 0.72051 -4.17892 -0.86 2.54 -2.16 -0.232
S 1.39124 1.18319 -3.77638 -0.71 7.17 -3.11 0.973
O 2.32996 0.07821 -3.85314 -6.68 4.24 -15.42 -0.250
O 1.35880 2.06605 -2.57828 6.73 0.75 -9.02 -0.356
C 1.66470 2.27293 -5.36402 -0.84 -1.66 0.51 -0.134
H 0.18701 3.02626 -6.73382 0.12 -0.08 -0.24 0.108
H 0.47109 1.29438 -6.95209 0.08 -0.08 0.19 0.111
H -1.75716 1.62745 -5.62918 0.20 -0.18 -0.18 0.104
H -0.92157 2.78052 -4.60743 -0.03 0.19 -0.07 0.105
H -0.18407 -0.24689 -4.66494 -1.31 2.49 -0.63 0.039
H -0.82592 0.53820 -3.23589 -0.63 0.67 -0.83 0.079
H 2.49564 1.79804 -5.88567 0.40 0.52 0.44 0.098
H 1.78174 3.30477 -5.03281 0.36 -0.29 0.07 0.105
C 0.65816 6.54257 1.12102 0.60 0.58 -0.18 -0.203
C -0.52779 5.73701 0.58110 0.51 0.97 1.09 -0.209
C 0.06517 4.73135 -0.36603 -0.45 -1.00 0.04 -0.195
S 1.59916 4.12710 0.36711 0.06 2.97 1.02 0.851
O 2.64724 4.29253 -0.61481 -0.19 -1.04 0.48 -0.274
O 1.34479 2.86429 1.10181 1.44 9.39 3.41 -0.296
C 1.72683 5.52103 1.59316 -0.26 -0.62 -0.46 -0.153
H 0.34097 7.25287 1.88454 0.09 -0.54 0.45 0.112
H 0.96128 7.23177 0.33285 0.73 -0.34 -0.31 0.115
H -1.22760 6.44990 0.14504 -0.10 -0.35 -0.36 0.130
H -0.98888 5.33047 1.48122 -0.06 -0.35 -0.57 0.061
H 0.35637 5.18108 -1.31527 -0.11 -0.24 -0.03 0.123
H -0.53355 3.82506 -0.45694 -0.09 0.29 -0.63 0.070
H 2.79049 5.75335 1.64557 -0.15 0.47 -0.36 0.109
H 1.44447 5.11773 2.56564 0.01 0.10 -0.30 0.062
C -4.03531 -3.11579 2.88382 -0.87 -1.79 2.02 -0.183
C -4.21056 -1.76749 3.53670 1.69 -0.61 3.20 -0.202
O -4.41191 -0.86675 2.55911 -0.50 3.11 -4.29 -0.144
S -3.57595 -1.32386 1.25639 -2.76 -1.01 -0.44 0.898
O -2.12468 -1.21413 1.48469 -8.83 -2.47 3.21 -0.423
O -4.22648 -0.84946 0.00588 1.92 0.57 5.95 -0.275
O -4.06772 -2.88419 1.52206 0.91 1.06 -2.20 -0.152
H -4.86587 -3.74796 3.19786 -0.48 0.02 -0.70 0.142
H -3.18895 -3.72461 3.20178 0.29 0.76 0.07 0.119
H -3.28272 -1.40130 3.97615 0.04 -0.72 1.04 0.137
H -5.05417 -1.71139 4.22465 0.20 -0.06 0.01 0.151
C 2.42014 -2.64182 1.85744 -0.13 -0.92 -2.00 -0.254
C 2.10796 -3.89418 1.05524 -0.27 1.55 0.20 -0.235
O 3.13311 -4.72240 1.27141 4.02 -3.48 0.28 -0.022
O 3.70682 -2.07084 1.74768 0.09 -4.95 -2.59 -0.124
H 2.16606 -2.89075 2.88777 1.24 -0.85 -0.43 0.134
H 1.72866 -1.87904 1.49951 3.04 -2.62 0.40 0.042
H 2.01808 -3.72684 -0.01808 -0.37 0.00 0.01 0.121
H 1.30642 -4.43978 1.55321 -0.65 0.62 -0.75 0.124
H 3.82946 -4.61764 0.61893 -0.05 -0.09 -0.19 0.100
H 4.16703 -2.88429 1.52836 1.35 -0.18 -0.02 0.099
C 1.62315 -2.36292 -3.31691 -4.03 -0.83 -2.11 -0.077
C 0.27792 -1.60096 -3.59390 3.38 -4.04 -0.27 -0.183
O -0.72494 -2.59807 -3.54391 2.11 7.69 -6.07 -0.134
O 2.83583 -1.71372 -3.67555 -2.43 -0.48 -9.27 0.008
H 1.60286 -3.25901 -3.93716 -0.36 -0.28 0.22 0.161
H 1.59107 -2.65923 -2.26845 0.71 0.49 -0.93 0.129
H 0.38446 -1.22311 -4.61075 0.44 -2.05 0.30 0.104
H 0.28270 -0.75014 -2.91259 -0.80 -1.03 0.39 0.090
H -0.66617 -3.01325 -2.68034 -0.60 -0.42 -0.32 -0.159
H 2.85359 -1.62178 -4.63098 0.24 -0.13 -0.12 0.179
C -0.77298 -3.35290 2.93196 2.10 0.33 0.77 -0.241
C -0.36625 -1.93138 2.66496 1.07 0.29 0.70 -0.194
O 0.99561 -1.62532 2.93025 -4.78 -3.37 5.43 -0.241
O -0.73897 -3.61528 4.29952 -0.77 -0.14 0.99 -0.007
H -0.12682 -4.04814 2.39602 0.50 0.62 1.24 0.104
H -1.67106 -3.60778 2.36931 -0.13 1.39 2.47 0.067
H -0.98363 -1.21992 3.21340 -0.17 -0.36 0.52 0.140
H -0.63220 -1.75098 1.62340 1.51 -1.05 1.34 0.059
H 1.32891 -0.80831 2.55207 -0.79 -1.73 1.99 -0.035
H 0.01549 -3.09998 4.59424 0.21 0.10 0.64 0.081
C 4.17028 -1.57221 -1.50446 0.73 1.27 2.78 -0.267
C 3.26798 -0.42922 -1.09400 2.98 1.22 -0.06 -0.207
O 3.05222 0.39050 -2.23637 5.25 1.05 10.99 -0.091
O 3.42031 -2.53341 -1.99448 2.08 -6.00 5.42 -0.065
H 4.68742 -1.96963 -0.63112 0.37 0.22 0.27 0.109
H 4.92498 -1.14497 -2.16475 0.29 0.05 -0.50 0.131
H 3.93903 0.14381 -0.45412 -0.01 0.54 0.64 0.126
H 2.37124 -0.61129 -0.50172 0.93 -1.45 -0.87 0.087
H 2.40709 0.02394 -2.84550 1.16 -2.47 5.84 -0.256
H 3.02522 -2.15424 -2.78298 3.95 -2.44 4.33 -0.260
C -1.48145 -3.31025 0.02703 1.07 -3.07 0.97 -0.141
C -0.28450 -2.89956 -0.85334 3.12 -1.19 3.62 -0.201
O -0.03770 -3.65722 -1.99263 1.46 -5.81 4.91 0.041
O -1.13305 -4.38771 0.99231 -0.25 -1.24 -5.10 -0.126
H -2.31838 -3.72310 -0.53617 0.46 -0.26 0.09 0.116
H -1.83358 -2.45417 0.60257 1.14 -2.27 -0.87 0.052
H 0.61172 -2.82743 -0.23716 -0.94 -1.80 -1.00 0.083
H -0.45199 -1.87289 -1.17892 2.94 -1.75 -0.07 0.100
H -0.20863 -4.58108 -1.79547 0.10 -0.51 0.10 0.178
H -1.95788 -4.65770 1.40262 -0.10 -0.54 -0.63 0.086
```
Forces are in eV/Å.

**Lowest unoccupied orbital energy**: -0.3 eV
**Total energy**: -6162.288302 Ha
**Orbital gap**: 6.64 eV
**ΔE to the lowest compared entry with this formula, charge and spin**: 52.653 eV